Record 1
Molecular formula: C45H113NO24
Method: DFT, ωB97M-V/def2-TZVPD

The geometry in XYZ format:
```
183
Properties=species:S:1:pos:R:3
C -1.67950 0.38426 -2.36787
O -1.50871 -0.97899 -2.84173
C -2.19235 -0.91797 -4.14618
C -2.19604 -2.33606 -4.65677
O -2.90317 -3.05615 -3.71711
C -3.30294 -4.37505 -4.12022
H -1.16630 0.41615 -1.39560
H -2.69697 0.47621 -2.23879
H -1.21427 1.11843 -3.13904
H -1.69528 -0.24877 -4.89161
H -3.23583 -0.67212 -3.98404
H -1.15799 -2.76331 -4.72821
H -2.75817 -2.42108 -5.63666
H -4.13322 -4.41279 -4.86466
H -3.48147 -4.90715 -3.21329
H -2.36030 -4.79994 -4.53843
C -3.10536 -1.17862 5.97599
O -2.56640 0.05544 5.61839
C -1.48238 0.35126 6.45066
C -1.05167 1.78224 6.24444
O -2.05625 2.65330 6.71795
C -1.66724 3.93143 6.36832
H -2.33596 -1.99934 5.87591
H -3.95483 -1.18960 5.36163
H -3.42538 -1.10286 7.04621
H -0.58854 -0.27018 6.24231
H -1.76669 0.22520 7.51577
H -0.82693 1.98330 5.19408
H -0.12316 1.92908 6.85460
H -2.38265 4.62426 6.88475
H -1.70090 4.15489 5.30705
H -0.68947 4.10865 6.74610
C 1.95143 3.90845 -5.41537
O 1.47759 2.74560 -4.66998
C 1.91342 1.59250 -5.30013
C 1.39064 0.40265 -4.57152
O 2.15849 -0.65828 -5.01914
C 1.99797 -1.79155 -4.15363
H 1.46301 4.78341 -4.99586
H 1.71801 3.82619 -6.53131
H 3.01531 3.97679 -5.34897
H 3.02250 1.51574 -5.21115
H 1.52676 1.62338 -6.38404
H 0.31892 0.14929 -4.74949
H 1.59226 0.59684 -3.51438
H 2.29037 -1.52534 -3.13154
H 2.66994 -2.56929 -4.53460
H 0.94497 -2.02823 -4.23460
C -0.54742 -4.44585 -2.35253
O 0.54941 -3.94790 -1.49241
C 1.60267 -4.96330 -1.35639
C 3.00246 -4.30453 -1.27344
O 3.54777 -4.00923 -2.56849
C 4.75266 -3.31759 -2.54836
H -1.14979 -5.26525 -1.86882
H -0.15399 -4.86328 -3.26863
H -1.04253 -3.52098 -2.56226
H 1.50914 -5.75161 -2.06461
H 1.40989 -5.49969 -0.37402
H 3.68094 -5.01692 -0.85165
H 2.86266 -3.43914 -0.62445
H 5.44876 -3.81187 -1.86993
H 4.73717 -2.25623 -2.25701
H 5.08799 -3.35238 -3.54392
C 6.03399 1.21475 -6.47442
O 5.63173 1.62861 -5.19538
C 5.52772 0.63983 -4.16001
C 5.32722 1.46471 -2.85778
O 4.56238 0.70016 -1.92977
C 3.37787 1.37197 -1.54922
H 6.78915 0.44679 -6.43545
H 6.46235 2.14489 -6.90511
H 5.16691 0.93857 -7.05598
H 6.44423 -0.00849 -4.06655
H 4.68128 -0.00134 -4.33664
H 4.82322 2.38370 -3.21459
H 6.34699 1.74230 -2.40530
H 3.64404 2.35653 -1.13137
H 2.88204 0.84234 -0.73313
H 2.71243 1.53543 -2.35689
C 1.29839 3.33101 3.84402
O -0.06630 3.26422 3.45554
C -0.41729 2.10461 2.66783
C -1.90852 1.80374 2.65869
O -2.79620 2.78625 2.07511
C -3.23041 2.40166 0.68923
H 1.48021 4.27244 4.40894
H 2.05596 3.24989 3.05662
H 1.54434 2.41867 4.47240
H 0.05474 1.18724 2.96026
H -0.07463 2.29284 1.63893
H -2.15441 1.61288 3.76039
H -1.96964 0.82002 2.25609
H -3.83869 1.52235 0.71938
H -2.31071 2.24493 0.09097
H -3.82993 3.21578 0.36262
C -1.85768 4.32000 -3.88065
O -1.53086 5.43773 -3.07458
C -1.93594 5.20882 -1.76961
C -0.81960 4.74241 -0.88790
O -0.37224 3.43836 -1.23286
C 0.97820 3.34196 -0.84503
H -2.80250 3.81745 -3.72697
H -1.09386 3.56384 -3.89885
H -1.95973 4.69410 -4.90825
H -2.80431 4.57919 -1.69374
H -2.25749 6.21239 -1.38237
H -1.07231 4.69340 0.18637
H 0.01059 5.40665 -1.04650
H 1.63843 3.84322 -1.61600
H 1.26540 2.31062 -0.65297
H 1.18425 3.89836 0.10241
C 2.74698 -6.24193 1.68122
O 1.45117 -5.83865 1.72821
C 0.68078 -7.03120 1.57865
C -0.77746 -6.58816 1.63079
O -1.01589 -6.18681 2.90809
C -2.37566 -5.66732 2.98545
H 2.94561 -6.90268 2.55165
H 3.37633 -5.42492 1.90966
H 2.98506 -6.77500 0.74466
H 0.93912 -7.69761 2.38481
H 1.06790 -7.59969 0.64548
H -1.49070 -7.34135 1.20732
H -0.88139 -5.64704 0.99838
H -2.39754 -4.76536 2.41914
H -2.56114 -5.43694 4.02296
H -3.14617 -6.37735 2.60220
C -4.26714 -1.92813 0.15085
O -4.09134 -2.91611 1.11495
C -5.19785 -3.78782 1.26358
C -5.11102 -5.02468 0.46876
O -4.94675 -4.89474 -0.93671
C -6.11637 -4.38005 -1.53713
H -3.40181 -1.29451 0.18868
H -5.17286 -1.36380 0.40406
H -4.24155 -2.35634 -0.85688
H -6.09969 -3.23596 1.05805
H -5.22156 -4.03901 2.33086
H -6.09991 -5.47896 0.64264
H -4.30355 -5.68189 0.81183
H -6.19681 -4.71238 -2.58183
H -6.01563 -3.30353 -1.65387
H -6.99366 -4.75339 -0.99314
C 3.79063 5.92883 0.31379
O 2.69937 6.78674 0.68817
C 2.14309 6.28119 1.94055
C 2.69082 7.02608 3.14863
O 3.98594 6.61215 3.45220
C 4.63401 7.49014 4.41024
H 3.91235 6.11113 -0.77671
H 3.62755 4.85908 0.54205
H 4.70154 6.20679 0.79710
H 2.15972 5.16550 1.95616
H 1.06592 6.49346 1.92999
H 1.96132 6.66019 3.90638
H 2.60652 8.14356 2.97680
H 4.52322 8.53438 4.16572
H 5.59892 7.09480 4.53088
H 4.10279 7.44577 5.40601
C 3.36885 -0.95231 1.04998
O 2.12751 -0.34064 0.98122
C 1.18519 -0.86724 0.12028
C 0.29726 -1.82860 0.85495
O -0.27369 -1.16829 1.98698
C -0.93678 -1.98528 2.98490
H 3.32795 -1.98942 1.50105
H 4.10516 -0.33923 1.61856
H 3.88433 -0.95455 0.04787
H 1.49732 -1.37051 -0.82821
H 0.59125 0.06988 -0.21260
H 0.96281 -2.67417 1.03164
H -0.53378 -2.04395 0.25084
H -1.93683 -2.36451 2.58725
H -1.05425 -1.24663 3.80002
H -0.33916 -2.79089 3.35589
C -4.99801 1.86769 4.51493
N -5.58437 0.81642 3.57019
O -4.82609 0.49340 2.67982
O -6.67593 0.37754 3.66027
H -5.22627 2.80028 3.99175
H -3.89801 1.71900 4.54952
H -5.50158 1.82121 5.37826
```

The SMILES is C[N+](=O)[O-].COCCOC.COCCOC.COCCOC.COCCOC.COCCOC.COCCOC.COCCOC.COCCOC.COCCOC.COCCOC.COCCOC. The value obtained for the calculated total energy is -3642.1291 Eh. Its frontier orbital gap is 9.9 eV. The energy above the lowest of the compared OMol25 structures with the same formula, charge and spin is 0.0 kJ/mol.

Results of the Löwdin charge analysis, in e, for atoms 1 through 99:
1. C -0.0785
2. O -0.1949
3. C -0.1931
4. C -0.2507
5. O -0.2396
6. C -0.0737
7. H 0.0719
8. H 0.0524
9. H 0.1117
10. H 0.1232
11. H 0.1223
12. H 0.1237
13. H 0.1446
14. H 0.1019
15. H 0.0638
16. H 0.0912
17. C -0.1017
18. O -0.2218
19. C -0.2206
20. C -0.2189
21. O -0.1587
22. C -0.1313
23. H 0.1090
24. H 0.0698
25. H 0.1033
26. H 0.1344
27. H 0.1344
28. H 0.0887
29. H 0.1432
30. H 0.1075
31. H 0.0852
32. H 0.0736
33. C -0.0640
34. O -0.2011
35. C -0.2383
36. C -0.2370
37. O -0.1902
38. C -0.0492
39. H 0.0830
40. H 0.1055
41. H 0.0685
42. H 0.1252
43. H 0.1541
44. H 0.1173
45. H 0.1085
46. H 0.0829
47. H 0.0945
48. H 0.0706
49. C -0.0605
50. O -0.1998
51. C -0.1495
52. C -0.1575
53. O -0.1923
54. C -0.1268
55. H 0.1058
56. H 0.0780
57. H 0.0537
58. H 0.1073
59. H 0.1020
60. H 0.1029
61. H 0.1083
62. H 0.0895
63. H 0.0812
64. H 0.0733
65. C -0.1064
66. O -0.2274
67. C -0.1806
68. C -0.1762
69. O -0.1900
70. C -0.1083
71. H 0.0795
72. H 0.0982
73. H 0.0797
74. H 0.1342
75. H 0.0999
76. H 0.1220
77. H 0.1466
78. H 0.0970
79. H 0.0607
80. H 0.0502
81. C -0.1157
82. O -0.2102
83. C -0.1739
84. C -0.1925
85. O -0.1845
86. C -0.0335
87. H 0.0915
88. H 0.0734
89. H 0.0998
90. H 0.1071
91. H 0.1186
92. H 0.1042
93. H 0.0999
94. H 0.0509
95. H 0.0782
96. H 0.0707
97. C -0.1068
98. O -0.1412
99. C -0.2332

Record 2
Molecular formula: C45H114N3O16
Method: DFT, ωB97M-V/def2-TZVPD

The geometry in XYZ format:
```
178
Properties=species:S:1:pos:R:3
C 3.64010 2.90678 -0.05198
C 2.29939 3.65009 -0.26459
C 1.49732 2.89029 -1.30401
C 0.07517 3.42888 -1.55696
C -1.09028 2.58090 -1.01496
C -0.90745 1.07215 -1.18705
C -0.57584 0.30176 0.10488
C -0.03429 1.11261 1.28237
C 1.04652 0.40055 2.12905
C 0.38882 -0.41709 3.25493
C 1.96198 1.45627 2.78247
N -1.74050 -0.51557 0.60779
C -2.13020 -1.41545 -0.31633
N -2.64557 -2.58798 0.00687
C -2.77069 -3.15806 1.34906
C -2.02475 -4.50857 1.37574
C -0.81786 -4.59239 2.31712
C 0.48000 -4.32950 1.60026
C 0.59000 -3.27539 0.67697
C 1.77886 -2.99710 0.00546
C 2.91890 -3.76636 0.24049
C 2.82431 -4.82821 1.15160
C 1.62572 -5.10238 1.82480
N -1.92897 -1.10431 -1.60796
C -2.05853 0.36116 -1.95349
C -3.45314 0.83701 -1.52516
C -4.64048 -0.00093 -2.02039
O -5.78512 0.26695 -1.22412
C -6.40396 1.49999 -1.51306
C -7.83019 1.46362 -1.01235
C -1.87593 0.42795 -3.48326
C -1.94062 1.83578 -4.06339
C -0.63048 -0.39904 -3.91968
C 0.27866 0.23913 -4.96931
H 4.03330 3.09232 0.94277
H 4.35476 3.17894 -0.82302
H 3.47244 1.83205 -0.13182
H 2.57936 4.63481 -0.62754
H 1.80626 3.69722 0.70487
H 1.52261 1.83969 -1.01521
H 2.05418 2.93595 -2.23994
H -0.00641 4.39351 -1.05926
H -0.01738 3.63673 -2.61876
H -1.97903 2.92997 -1.53048
H -1.25088 2.85366 0.02474
H -0.03176 0.94048 -1.81520
H 0.17682 -0.44427 -0.16082
H 0.32080 2.09699 1.00882
H -0.87892 1.28419 1.94950
H 1.62536 -0.27990 1.50462
H 0.13042 -1.43021 2.94436
H -0.54068 0.05131 3.56803
H 1.01285 -0.44968 4.14200
H 2.96755 1.07446 2.93090
H 1.55918 1.69695 3.76439
H 1.98024 2.38998 2.23250
H -1.42737 -0.96123 1.46631
H -2.93091 -3.19349 -0.74691
H -2.46680 -2.46144 2.12299
H -3.82631 -3.35517 1.51389
H -2.73946 -5.29005 1.60261
H -1.68078 -4.71701 0.36656
H -0.91294 -3.90086 3.15308
H -0.78210 -5.58902 2.74794
H -0.28104 -2.66780 0.47921
H 1.79631 -2.16149 -0.68056
H 3.84031 -3.53213 -0.26959
H 3.71504 -5.41324 1.32586
H 1.61635 -5.93008 2.51964
H -2.51314 -1.66180 -2.21872
H -3.61792 1.84469 -1.88801
H -3.54415 0.90707 -0.44463
H -4.88348 0.27879 -3.04609
H -4.48679 -1.07203 -1.92608
H -6.42344 1.70112 -2.58796
H -5.89938 2.33552 -1.02044
H -7.87832 1.51743 0.07124
H -8.34212 0.56812 -1.35073
H -8.38445 2.31831 -1.39226
H -2.73403 -0.09779 -3.90989
H -2.79804 2.38521 -3.69217
H -1.02690 2.39990 -3.94262
H -2.10584 1.74488 -5.13358
H -0.97590 -1.35923 -4.29582
H -0.01071 -0.63287 -3.05670
H 0.71215 1.14193 -4.54670
H -0.26572 0.50857 -5.86843
H 1.07542 -0.44914 -5.23206
C 4.82462 7.19396 -1.11481
O 3.50255 7.30873 -1.64162
H 4.77400 6.61987 -0.19219
H 5.46753 6.67742 -1.82760
H 5.23478 8.18353 -0.90072
H 3.57151 7.81418 -2.45487
C -3.28634 -2.34743 4.95188
O -1.99009 -1.85186 4.59298
H -4.02226 -1.60710 4.65677
H -3.49822 -3.28969 4.43556
H -3.35777 -2.49885 6.02866
H -1.34126 -2.50902 4.86068
C 4.36031 -0.23769 -4.70575
O 3.78382 0.48072 -3.61606
H 5.18075 0.35118 -5.10711
H 4.74626 -1.20106 -4.36378
H 3.62294 -0.39767 -5.49712
H 3.06380 -0.05523 -3.27374
C -6.86227 -0.19272 5.52699
O -6.15209 -1.25602 6.15800
H -6.43340 -0.05355 4.53734
H -7.92194 -0.43588 5.42133
H -6.75952 0.73761 6.09013
H -6.52984 -1.37989 7.03270
C 1.41150 -6.00874 -2.55125
O 0.64366 -4.83369 -2.30478
H 1.22948 -6.31212 -3.57864
H 2.48019 -5.81266 -2.42668
H 1.11258 -6.82129 -1.88358
H 0.80579 -4.56234 -1.39517
C 5.42468 -2.28630 -2.71440
O 4.19707 -2.77664 -3.24702
H 6.07648 -2.05612 -3.55232
H 5.26599 -1.37540 -2.12992
H 5.91121 -3.03905 -2.08699
H 3.61445 -2.97953 -2.51020
C -0.68166 5.30870 2.16740
O 0.04744 4.17556 2.63549
H -0.35343 5.51903 1.15099
H -1.75740 5.11286 2.16188
H -0.47523 6.17842 2.79480
H -0.23988 4.00017 3.53598
C 6.94145 2.11502 -2.80974
O 7.70703 3.10934 -2.13434
H 6.45842 2.58894 -3.65982
H 7.58885 1.30869 -3.16668
H 6.17469 1.70255 -2.14888
H 8.13462 2.69444 -1.38135
C -3.40066 -7.03769 -1.64172
O -4.02780 -6.18952 -0.66528
H -2.49971 -7.44891 -1.19263
H -4.07061 -7.84635 -1.92572
H -3.12640 -6.45957 -2.52747
H -4.82379 -5.83364 -1.06969
C 2.19004 4.24817 5.03392
O 1.41854 5.44587 5.17686
H 2.27012 4.03193 3.97180
H 3.19111 4.38438 5.45047
H 1.70065 3.41536 5.53221
H 1.34827 5.63618 6.11560
C -6.96662 -8.71041 -2.20051
O -5.77951 -8.65172 -2.99158
H -6.81551 -8.07110 -1.33363
H -7.83063 -8.34954 -2.76283
H -7.15973 -9.72887 -1.85801
H -5.91135 -9.21872 -3.75640
C 6.42803 6.60845 -5.19398
O 5.70418 7.43388 -4.28371
H 7.24172 6.14838 -4.63992
H 5.78892 5.82219 -5.60389
H 6.84509 7.19972 -6.01241
H 4.98556 7.84260 -4.77317
C 0.79241 0.77703 6.74268
O 2.06529 1.24886 6.30672
H 0.07174 1.57339 6.57036
H 0.48286 -0.10670 6.17737
H 0.80524 0.53764 7.80835
H 2.70597 0.54849 6.45808
C -4.74057 6.58528 1.55413
O -4.43613 5.34761 2.19462
H -4.18783 7.36475 2.07092
H -4.43488 6.57138 0.50462
H -5.80827 6.80785 1.61685
H -4.92471 4.65593 1.74183
C 6.64590 -4.96783 2.09185
O 6.09131 -4.14255 3.11152
H 7.60453 -5.33747 2.44360
H 5.99435 -5.82241 1.88623
H 6.80393 -4.39577 1.17300
H 5.24356 -3.81427 2.79986
```

Its net charge is +1. The value obtained for the calculated total energy is -3150.6135 Eh. Its frontier orbital gap is 9.3 eV. The energy above the lowest of the compared OMol25 structures with the same formula, charge and spin is 21.0 kJ/mol.

Results of the Löwdin charge analysis, in e, for atoms 1 through 99:
1. C -0.0939
2. C -0.2347
3. C -0.2063
4. C -0.1506
5. C -0.1299
6. C -0.1729
7. C -0.1939
8. C -0.1118
9. C -0.3500
10. C -0.0715
11. C -0.0515
12. N 0.1773
13. C -0.3665
14. N 0.1163
15. C -0.1196
16. C -0.1476
17. C -0.1261
18. C -0.2042
19. C -0.0527
20. C -0.0952
21. C -0.0707
22. C -0.0569
23. C -0.0108
24. N 0.1684
25. C -0.3266
26. C -0.0950
27. C -0.1870
28. O -0.1415
29. C -0.2912
30. C -0.0688
31. C -0.2773
32. C -0.0329
33. C -0.1976
34. C -0.0836
35. H 0.0673
36. H 0.0665
37. H 0.0612
38. H 0.1050
39. H 0.0742
40. H 0.0873
41. H 0.1176
42. H 0.1044
43. H 0.0937
44. H 0.0978
45. H 0.1105
46. H 0.1181
47. H 0.1246
48. H 0.0785
49. H 0.1256
50. H 0.1171
51. H 0.0535
52. H 0.0766
53. H 0.0633
54. H 0.0924
55. H 0.0558
56. H 0.0373
57. H 0.1118
58. H 0.1601
59. H 0.0992
60. H 0.1285
61. H 0.1069
62. H 0.1067
63. H 0.0986
64. H 0.1186
65. H 0.0846
66. H 0.1027
67. H 0.0939
68. H 0.0905
69. H 0.1160
70. H 0.1460
71. H 0.0991
72. H 0.1326
73. H 0.1228
74. H 0.1144
75. H 0.1217
76. H 0.1152
77. H 0.0747
78. H 0.0798
79. H 0.0785
80. H 0.1322
81. H 0.0810
82. H 0.0653
83. H 0.0902
84. H 0.1103
85. H 0.0903
86. H 0.0716
87. H 0.0770
88. H 0.0687
89. C -0.1562
90. O -0.1354
91. H 0.0728
92. H 0.0612
93. H 0.0791
94. H 0.0553
95. C -0.1300
96. O -0.1510
97. H 0.0676
98. H 0.0759
99. H 0.0840